(1)
Entry from the OMol25 dataset: C23H27CoIN6O12S2 as an isolated structure (wB97M-V/def2-TZVPD).

Last column: Löwdin spin population.
Cartesian coordinates (Å):
Co -0.08554 0.56714 -0.11124  2.76
O 1.83461 -2.23839 -2.73929  0.00
C 1.31122 -1.51830 -1.77825  0.00
O 0.47939 -0.63956 -1.96130  0.02
C 1.79264 -1.81916 -0.40992  0.00
C 2.76111 -2.74786 -0.05184  0.00
C 3.09073 -2.85619 1.29587  0.00
C 2.47324 -2.03469 2.23121  0.00
C 1.53113 -1.11473 1.77578  0.00
N 1.19748 -1.04037 0.49812  0.04
C 0.78369 -0.07418 2.65169  0.00
O 0.82119 -0.15740 3.85437  0.00
O 0.17797 0.79653 1.94834  0.05
H 1.51004 -1.98245 -3.62108  0.00
H 3.22222 -3.36942 -0.80291  0.00
H 3.83800 -3.57042 1.60802  0.00
H 2.70929 -2.08007 3.28407  0.00
C 1.08658 9.05052 2.14464  0.00
C 1.12648 7.62573 2.64843  0.00
S 1.09813 6.43763 1.25883  0.00
O 0.25061 5.30792 1.58431  0.00
O 0.80296 7.09185 0.01198  0.00
C 2.83245 5.83033 1.12402  0.00
C 3.04925 5.21476 -0.25092  0.00
N 2.70280 3.81370 -0.25243  0.00
C 1.55907 3.24229 -0.67735  0.00
N 1.57066 1.92598 -0.45245  0.02
C 2.76710 1.63935 0.10895  0.00
C 3.48509 2.80107 0.25847  0.00
N 4.78833 2.91975 0.80083  0.00
O 5.33838 1.87411 1.06655  0.00
O 5.25210 4.02847 0.96054  0.00
C 0.48888 3.98710 -1.36626  0.00
H 1.23289 9.74429 2.97008  0.00
H 0.12603 9.26301 1.68501  0.00
H 1.85925 9.21884 1.39835  0.00
H 0.27543 7.37534 3.27568  0.00
H 2.04531 7.40407 3.18554  0.00
H 2.99052 5.11402 1.92528  0.00
H 3.47792 6.69166 1.25731  0.00
H 4.09812 5.31041 -0.55025  0.00
H 2.41204 5.74667 -0.96142  0.00
H 3.10172 0.65442 0.36518  0.00
H 0.90746 4.61379 -2.15278  0.00
H -0.02894 4.63767 -0.65979  0.00
H -0.21890 3.28874 -1.80363  0.00
N -1.76619 2.94887 1.62434  0.00
C -2.08730 2.79710 0.35006  0.01
O -1.61831 1.86343 -0.33481  0.04
C -3.04592 3.75123 -0.26439  0.05
I -5.17085 2.91365 -0.22277  0.36
H -1.07551 2.31783 2.02648  0.00
H -2.05311 3.75320 2.15566  0.00
H -2.81256 3.89967 -1.31266  0.00
H -3.09716 4.69512 0.26825  0.01
N -1.67322 -1.05388 0.39039  0.07
C -3.02882 -0.81073 0.09177  0.07
C -3.92581 -0.51065 1.11540  0.00
C -5.25016 -0.24848 0.81640  0.10
C -5.64072 -0.24483 -0.50631  0.20
C -4.79074 -0.58467 -1.53593  0.04
C -3.46843 -0.85921 -1.23101  0.04
S -7.28635 0.47880 -0.87970  0.00
O -7.19075 1.73570 -0.08118  0.03
O -7.29561 0.68245 -2.29450  0.01
O -8.21417 -0.45332 -0.31336  0.04
H -1.53745 -1.20124 1.38605  0.00
H -1.31064 -1.83399 -0.14601  0.00
H -3.58780 -0.49065 2.13907  0.00
H -5.97011 -0.02013 1.58486  0.00
H -5.15015 -0.58484 -2.55333  0.00
H -2.76382 -1.09046 -2.01523  0.00

Its multiplicity is 5. As for the molecular weight: 829.47 g mol⁻¹. The energy relative to the best compared isomer or geometry (same formula, charge and spin) comes out at 0.924 eV. The expectation value of S² is 6.01. As for the charge: +1. Its HOMO-LUMO gap (alpha / beta) is 8.04 / 4.59 eV.

(2)
Entry from the OMol25 dataset: a 3-piece molecular cluster, C6H6 overall (wB97M-V/def2-TZVPD).

Last column: natural (NBO) charge in e.
Cartesian coordinates (Å):
C 1.68080 -1.14420 -0.05423  -0.21
C 1.23054 -2.25871 -0.03112  -0.27
H 2.04705 -0.14109 -0.07266  0.24
H 0.82897 -3.24726 -0.00913  0.23
C -1.83546 -0.88501 0.09832  -0.21
C -2.56765 0.06827 0.12199  -0.27
H -1.16036 -1.71248 0.07646  0.24
H -3.21196 0.91894 0.14345  0.23
C 0.15037 2.02888 -0.05107  -0.21
C 1.34094 2.19265 -0.08421  -0.27
H -0.90177 1.84707 -0.02241  0.24
H 2.39853 2.33293 -0.11538  0.23

As for the molecular weight: 78.11 g mol⁻¹. The energy relative to the best compared isomer or geometry (same formula, charge and spin) comes out at 6.904 eV. Its HOMO-LUMO gap is 11.76 eV.

(3)
Entry from the OMol25 dataset: a 10-piece molecular cluster, C34H94N14O13 overall (wB97M-V/def2-TZVPD).

Last column: Mulliken charge in e.
Cartesian coordinates (Å):
C -0.48848 1.16219 -3.05628  0.29
O -0.67233 1.33539 -1.67525  0.68
C -1.43361 0.34802 -0.98690  -1.11
C -0.67533 -0.40922 0.11069  3.19
C 0.09454 0.52665 1.03802  -1.82
N 0.23232 -1.38979 -0.43156  0.61
H -1.36092 1.36290 -3.69500  0.32
H -0.25050 0.12135 -3.29344  -0.22
H 0.24827 1.84528 -3.47783  -0.51
H -2.27805 0.99033 -0.72249  -0.45
H -1.78365 -0.41317 -1.69311  0.34
H -1.50025 -0.91509 0.60981  -0.83
H 0.36662 -0.16036 1.84145  0.34
H -0.47849 1.39897 1.36388  0.06
H 0.97161 0.96186 0.55871  0.50
H 0.89701 -0.96746 -1.07374  -0.45
H 0.86685 -1.74531 0.28646  0.39
C -2.41644 -3.88712 2.79954  -0.15
O -3.72607 -4.28452 2.43416  -0.49
C -3.96272 -4.47934 1.05480  -0.72
C -3.84653 -3.24759 0.07311  1.48
C -4.71645 -3.36010 -1.17229  -1.83
N -2.40532 -3.06834 -0.21590  0.81
H -1.73207 -4.70232 2.54856  0.25
H -2.44908 -3.83043 3.88866  0.42
H -2.03931 -2.91432 2.47749  -0.21
H -3.33960 -5.33638 0.77873  0.09
H -4.97938 -4.81889 0.83699  0.43
H -4.14129 -2.31461 0.56252  -0.21
H -4.49855 -2.42788 -1.69460  0.48
H -5.75736 -3.29786 -0.85073  0.51
H -4.59208 -4.29847 -1.71150  0.35
H -2.10519 -2.27698 0.32810  -1.52
H -2.31671 -3.07657 -1.22029  -0.45
C -1.68375 -2.33959 8.63386  -0.82
O -1.31722 -2.08616 7.31195  -0.23
C 0.09981 -1.98003 7.09920  -1.14
C 0.29726 -0.97317 5.95901  0.77
C -0.54118 -1.30596 4.72211  -1.39
N 1.71611 -0.94942 5.61537  -0.63
H -1.17943 -3.16022 9.16055  0.30
H -2.74129 -2.59053 8.55495  0.21
H -1.38288 -1.45830 9.21393  0.33
H 0.70533 -1.70531 7.96826  0.40
H 0.47913 -2.98383 6.88348  0.24
H 0.02820 0.02552 6.30665  0.38
H -0.46370 -2.32277 4.33479  0.34
H -0.38814 -0.45790 4.05408  0.19
H -1.61174 -1.30642 4.95208  0.52
H 2.17329 -0.04738 5.42825  0.46
H 1.96186 -1.48446 4.79091  0.10
C 0.69371 -2.21875 -10.72367  -0.80
O 0.86068 -1.52829 -9.50173  -0.29
C 2.11642 -1.41378 -8.88527  -0.71
C 1.90086 -0.99976 -7.40375  -0.84
N 0.68619 -1.33620 -6.70125  -0.24
C 0.45680 -2.78838 -6.52981  -0.73
C -0.58859 -3.17518 -5.49112  -0.68
O 0.04733 -3.17237 -4.20653  -0.28
C -0.92908 -3.58089 -3.26271  0.04
H 1.23831 -1.61744 -11.45762  0.31
H -0.33342 -2.30087 -11.07468  0.25
H 1.07890 -3.24179 -10.73260  0.33
H 2.78679 -0.69268 -9.35741  0.45
H 2.64955 -2.36694 -8.79435  0.35
H 1.91272 0.09516 -7.43904  0.39
H 2.81464 -1.19916 -6.84085  0.39
H -0.01584 -0.90579 -7.29199  0.32
H 1.42906 -3.23023 -6.30633  0.38
H 0.19530 -3.10480 -7.54442  0.42
H -1.00354 -4.16537 -5.68931  0.33
H -1.39940 -2.44031 -5.48304  0.40
H -1.87356 -3.04877 -3.39635  0.40
H -0.56664 -3.43821 -2.24132  -0.80
H -1.14447 -4.65402 -3.20826  0.29
C -3.60421 5.94712 -2.49939  -0.66
O -2.27473 5.48107 -2.37851  -0.41
C -1.89338 5.06691 -1.07984  -0.63
C -2.54766 3.70658 -0.73887  0.48
N -3.76667 3.99245 -0.00328  -0.29
C -4.49097 2.77738 0.36399  -0.85
C -3.91180 2.20147 1.65765  -0.46
O -4.14479 0.80213 1.65195  -0.31
C -3.52467 0.10706 2.73008  -0.79
H -3.78148 6.29107 -3.51652  0.23
H -3.80984 6.75060 -1.78693  0.31
H -4.23276 5.08157 -2.28381  0.23
H -2.01160 5.92246 -0.40617  0.46
H -0.81140 4.91718 -1.06381  -0.14
H -1.75474 3.30464 -0.08797  -0.28
H -2.64454 2.97479 -1.53611  0.49
H -3.52381 4.41694 0.88315  0.29
H -4.49295 1.96198 -0.36010  0.30
H -5.53895 2.96266 0.60796  0.34
H -4.50327 2.57219 2.50527  0.50
H -2.86945 2.46332 1.86710  0.32
H -3.82944 0.59796 3.66083  0.55
H -2.43467 0.05233 2.75056  0.03
H -3.97121 -0.88503 2.78234  0.29
C 2.66114 5.76032 1.47463  -0.72
O 2.40044 5.48333 2.86659  -0.28
C 3.54524 5.80059 3.60385  -0.37
C 3.13968 5.82627 5.08511  -1.10
N 2.77147 4.54663 5.65070  -0.34
C 3.82842 3.53408 5.58532  -0.35
C 3.31428 2.15753 5.95491  -0.86
O 2.39198 1.56881 5.05525  -0.37
C 2.93317 1.45107 3.74270  0.06
H 3.60047 5.36637 1.07189  0.33
H 2.76024 6.83376 1.30622  0.37
H 1.90639 5.22623 0.90206  0.13
H 3.88757 6.83418 3.44866  0.47
H 4.43273 5.21224 3.35345  0.37
H 2.29908 6.51964 5.16249  0.38
H 3.87180 6.29619 5.74757  0.43
H 2.03329 4.18333 5.05362  0.31
H 4.62511 3.72515 6.30965  0.39
H 4.33212 3.55043 4.61487  0.21
H 2.77496 2.21386 6.90213  0.33
H 4.14619 1.46647 6.13125  0.48
H 3.95081 1.05636 3.76723  0.39
H 2.92764 2.43911 3.27455  0.21
H 2.21558 0.85929 3.17514  -0.47
N 2.29764 -2.16919 -2.87907  -0.31
C 2.82849 -0.96112 -3.12856  0.68
N 2.35998 -0.33959 -4.20923  -0.08
O 3.64853 -0.44193 -2.34423  -0.85
H 2.47992 -2.63671 -2.00636  0.27
H 1.39897 -2.40587 -3.30521  0.39
H 2.50634 0.65828 -4.23071  0.12
H 1.67330 -0.80667 -4.77816  0.03
N 4.24666 -1.66275 2.51280  -0.42
C 3.62065 -1.61792 1.28705  0.61
N 4.54202 -1.18263 0.36607  -0.32
O 2.53549 -2.07644 0.95384  -0.69
H 5.20785 -1.40522 2.57953  0.15
H 3.66805 -1.78461 3.32710  0.19
H 4.16914 -1.01781 -0.56571  0.19
H 5.45648 -0.92451 0.67027  0.19
N -0.13191 -4.92942 -0.01065  0.17
C 0.22710 -6.22714 0.13651  0.55
N -0.67643 -7.01407 0.74911  -0.31
O 1.22555 -6.61151 -0.47349  -0.73
H -0.92618 -4.51413 0.45803  0.11
H 0.33356 -4.33463 -0.67075  -0.29
H -0.41644 -7.98072 0.83172  0.21
H -1.57406 -6.62524 0.96597  0.19
N 0.91307 3.93648 -2.30738  -0.24
C 1.60566 3.69087 -3.45977  0.47
N 1.47376 4.68104 -4.35747  -0.42
O 2.29716 2.69264 -3.65823  -0.71
H 0.21484 4.63799 -2.47177  0.05
H 0.79912 3.19810 -1.63345  0.18
H 1.01455 5.51260 -4.03606  0.16
H 1.70450 4.50369 -5.31792  0.21

As for the molecular weight: 907.21 g mol⁻¹. The energy relative to the best compared isomer or geometry (same formula, charge and spin) comes out at 0.926 eV. Its HOMO-LUMO gap is 9.08 eV.